[1]
Molecular formula: C2H6BrOP
Method: DFT, ωB97M-V with the def2-TZVPD basis set

Last column: Mulliken charge in e.
Element x y z (Å)
C 0.647 -0.451 0.838  -0.3244
C 0.610 1.550 0.056  -0.6901
O 0.077 -1.275 -0.051  -0.2505
P -1.418 -0.874 -0.757  -0.0331
Br 0.814 1.356 -1.817  -0.1204
H 0.217 -0.283 1.852  0.3127
H 1.740 -0.424 0.892  0.3272
H 1.203 2.408 0.540  0.3393
H -0.503 1.708 0.161  0.2866
H -1.262 -1.895 -1.855  0.0861
H -2.127 -1.822 0.141  0.0666

Calculated values
Lowest unoccupied orbital energy ... 0.816 eV
Calculated total energy ... -3070.2910 Ha
Energy relative to the best compared isomer or geometry (same formula, charge and spin) ... 104.68 kcal/mol

[2]
Molecular formula: C32H45F24NO10Si
Method: DFT, ωB97M-V with the def2-TZVPD basis set

Last column: Mulliken charge in e.
Element x y z (Å)
C -2.044 -2.425 1.426  -1.9125
C -1.279 -1.179 0.934  1.3912
C -0.131 -1.626 0.009  -0.9124
C -0.775 -0.404 2.164  -1.2371
Si 0.414 1.030 1.852  0.0171
C 0.207 1.897 0.175  0.7659
C 1.498 1.831 -0.709  -0.7525
N 1.402 1.093 -1.966  -0.6384
C 0.190 2.279 3.273  -0.9923
C 1.247 2.221 4.382  -0.9992
C 0.964 1.156 5.416  0.9830
F -0.341 1.228 5.811  -0.3637
F 1.131 -0.097 4.886  -0.3140
C 1.849 1.276 6.709  0.4317
F 2.825 2.196 6.544  -0.2935
F 1.069 1.712 7.729  -0.3341
C 2.468 -0.056 7.221  0.5419
F 1.478 -0.949 7.415  -0.2819
F 3.027 0.211 8.417  -0.3140
C 3.558 -0.719 6.304  0.8686
F 3.051 -1.709 5.589  -0.2570
F 4.517 -1.234 7.080  -0.3115
F 4.116 0.167 5.487  -0.2889
H -1.336 -3.110 1.902  0.4175
H -2.769 -2.145 2.195  0.4139
H -2.551 -2.932 0.602  0.4530
H -2.014 -0.563 0.408  0.0975
H -0.278 -2.670 -0.284  0.5345
H 0.842 -1.574 0.503  0.2287
H -0.122 -1.060 -0.923  -0.2014
H -0.299 -1.117 2.847  0.3010
H -1.642 -0.001 2.701  0.5096
H 1.831 0.576 1.914  -0.3027
H -0.009 2.955 0.340  0.4464
H -0.599 1.456 -0.414  -0.6054
H 2.329 1.410 -0.138  0.1827
H 1.801 2.850 -0.968  0.3154
H 1.625 0.116 -1.847  0.3158
H 0.498 1.182 -2.407  0.2258
H 0.243 3.276 2.824  0.4361
H -0.824 2.180 3.662  0.6531
H 1.258 3.176 4.919  0.5223
H 2.256 2.106 3.978  0.3029
C 5.940 -3.480 5.487  -0.7944
C 6.986 -4.564 5.617  -0.4754
O 6.899 -5.510 4.527  -0.3249
C 7.480 -5.138 3.401  0.3432
O 8.081 -4.123 3.201  -0.4970
C 7.319 -6.245 2.338  0.9048
F 6.067 -6.706 2.304  -0.2526
F 8.137 -7.266 2.623  -0.2569
F 7.631 -5.778 1.134  -0.2349
H 4.946 -3.921 5.417  0.3259
H 5.980 -2.825 6.349  0.3684
H 6.107 -2.883 4.590  0.2052
H 6.824 -5.151 6.518  0.3704
H 7.994 -4.154 5.660  0.3342
C 8.887 -1.085 1.668  -1.0915
C 7.568 -1.305 0.963  -0.1087
O 6.796 -0.085 0.912  -0.2627
C 7.128 0.775 -0.039  0.2573
O 7.988 0.653 -0.859  -0.5208
C 6.189 1.997 0.024  0.9460
F 6.036 2.429 1.282  -0.2528
F 4.983 1.666 -0.452  -0.2359
F 6.672 2.996 -0.705  -0.2568
H 8.720 -0.664 2.660  0.2753
H 9.417 -2.030 1.774  0.3179
H 9.518 -0.390 1.115  0.4012
H 6.954 -2.013 1.516  0.1892
H 7.707 -1.698 -0.043  0.3227
C -2.624 8.370 -0.954  -1.1150
C -1.641 7.483 -0.224  -0.2217
O -2.312 6.391 0.441  -0.3146
C -2.629 5.356 -0.321  0.3382
O -2.418 5.226 -1.490  -0.5224
C -3.294 4.265 0.540  0.9567
F -4.219 4.781 1.357  -0.2698
F -2.365 3.659 1.293  -0.2239
F -3.876 3.353 -0.227  -0.2506
H -3.394 8.728 -0.271  0.3069
H -2.105 9.229 -1.380  0.3753
H -3.115 7.829 -1.762  0.3185
H -1.140 8.031 0.571  0.3290
H -0.878 7.087 -0.894  0.3219
C -5.451 -0.283 -6.158  -1.0376
C -5.300 0.968 -5.323  -0.2567
O -4.552 0.710 -4.116  -0.2867
C -3.236 0.682 -4.244  -0.0702
O -2.596 0.848 -5.239  -0.5269
C -2.594 0.437 -2.865  1.3238
F -3.206 -0.552 -2.205  -0.2899
F -2.669 1.543 -2.117  -0.2309
F -1.307 0.110 -3.000  -0.3131
H -5.894 -1.081 -5.568  0.2987
H -6.083 -0.083 -7.020  0.3169
H -4.482 -0.632 -6.515  0.3628
H -6.270 1.324 -4.982  0.3133
H -4.825 1.774 -5.881  0.3302
C -10.615 -3.900 -10.187  -1.0928
C -9.650 -4.329 -9.104  -0.2363
O -9.081 -3.189 -8.425  -0.2988
C -9.834 -2.636 -7.487  0.2450
O -10.926 -2.975 -7.139  -0.5139
C -9.068 -1.466 -6.839  1.0514
F -8.496 -0.690 -7.766  -0.2696
F -8.110 -1.947 -6.034  -0.2643
F -9.883 -0.712 -6.112  -0.2544
H -10.125 -3.219 -10.884  0.3058
H -10.968 -4.771 -10.737  0.3721
H -11.477 -3.385 -9.764  0.3181
H -8.799 -4.856 -9.529  0.3071
H -10.125 -4.986 -8.376  0.3288

Calculated values
Lowest unoccupied orbital energy ... 0.533 eV
Calculated total energy ... -4739.9007 Ha
Energy relative to the best compared isomer or geometry (same formula, charge and spin) ... 0.00 kcal/mol

[3]
Molecular formula: C5H9NO
Method: DFT, ωB97M-V with the def2-TZVPD basis set

Last column: Mulliken charge in e.
Element x y z (Å)
C 1.383 0.695 -0.085  -1.6405
C 0.018 0.004 0.014  1.8696
C 0.077 -1.183 0.990  -1.6583
C -1.150 0.973 0.327  -1.4975
N -1.297 -0.353 -2.128  -0.4870
C -0.339 -0.511 -1.324  0.4779
O 0.176 -1.313 -2.198  -0.4980
H 2.157 -0.005 -0.421  0.3683
H 1.667 1.086 0.897  0.3959
H 1.343 1.529 -0.793  0.4029
H 0.354 -0.822 1.986  0.4154
H 0.822 -1.921 0.672  0.3768
H -0.892 -1.687 1.064  0.3938
H -1.396 0.972 1.391  0.3403
H -0.928 1.999 0.004  0.3548
H -2.041 0.649 -0.223  0.3856

Calculated values
Lowest unoccupied orbital energy ... 0.024 eV
Calculated total energy ... -325.7975 Ha
Energy relative to the best compared isomer or geometry (same formula, charge and spin) ... 87.90 kcal/mol

For the records above, the corresponding HOMO energy values read -0.318, -0.316, -0.361 hartree.
For the records above, the corresponding maximum force values read 4.580, 0.785, 0.720 eV Å⁻¹.